Computed, not measured: 2 unconnected molecules or ions with the total composition H4NO2P2 in a non-equilibrium geometry, with wB97M-V/def2-TZVPD.

Element x y z (Å)
N 0.260 1.524 -0.292
O 1.632 -0.738 0.948
O -0.514 -0.602 -1.608
P -2.123 -0.057 0.802
P -0.467 0.015 -0.306
H 0.791 1.418 0.619
H 1.106 1.207 -0.877
H 1.646 -1.546 0.483
H -2.332 -1.222 0.230

## Properties
ΔE to the lowest compared entry with this formula, charge and spin = 75.46 kcal per mole
charge = -1

***

Computed, not measured: a molecular structure, C6H10CdFINO4 in a non-equilibrium geometry, with wB97M-V/def2-TZVPD.

Element x y z (Å)
Cd 0.851 0.553 -5.261
I -0.330 0.341 -2.530
C -1.481 0.951 1.449
C -1.001 2.413 1.440
O -1.250 3.245 2.399
N -0.439 2.805 0.306
C -0.059 4.187 0.146
H -2.043 0.694 2.347
H -0.566 0.369 1.333
H -2.004 0.523 0.593
H -0.348 2.091 -0.403
H -0.243 4.442 -0.897
H 1.003 4.365 0.319
H -0.660 4.904 0.704
C 0.410 -3.313 -1.024
C 0.715 -2.258 0.048
O 1.790 -2.834 0.745
C 1.815 -4.180 0.421
O 2.503 -5.055 0.949
O 0.837 -4.468 -0.393
F -0.382 -2.129 0.833
H 0.682 -3.136 -2.065
H -0.675 -3.257 -1.121
H 0.874 -1.252 -0.338

## Properties
charge = +1

***

Computed, not measured: 3 unconnected molecules or ions with the total composition C29H23BrN2O6 in a non-equilibrium geometry, with wB97M-V/def2-TZVPD.

Element x y z (Å)
C -2.321 -0.555 -3.009
C -0.928 0.096 -3.160
C -0.301 0.449 -1.802
Br -0.539 -0.959 -0.432
C 1.138 0.915 -1.866
C 1.374 2.278 -1.721
C 2.642 2.803 -1.744
C 3.760 1.997 -1.890
C 3.536 0.649 -2.024
C 2.259 0.109 -2.020
C 2.147 -1.407 -2.147
O 1.331 -1.968 -2.848
C 3.193 -2.156 -1.347
C 2.860 -3.288 -0.641
C 3.856 -3.905 0.107
C 5.119 -3.361 0.107
C 5.463 -2.227 -0.609
C 4.471 -1.612 -1.348
C 4.684 -0.341 -2.145
O 5.667 -0.138 -2.830
H -2.813 -0.674 -3.983
H -2.948 0.029 -2.321
H -2.214 -1.573 -2.617
H -0.327 -0.598 -3.755
H -1.003 1.023 -3.749
H -0.879 1.295 -1.409
H 0.543 2.969 -1.585
H 2.817 3.868 -1.609
H 4.761 2.418 -1.877
H 1.829 -3.630 -0.696
H 3.598 -4.786 0.690
H 5.912 -3.824 0.693
H 6.468 -1.816 -0.592
C -7.902 1.614 -0.393
C -7.081 2.722 -0.560
C -5.729 2.634 -0.267
C -5.216 1.431 0.187
C -6.023 0.321 0.365
C -7.374 0.417 0.073
N -3.780 1.326 0.475
O -3.097 2.324 0.326
O -3.354 0.251 0.839
H -8.957 1.684 -0.627
H -7.494 3.653 -0.921
H -5.093 3.497 -0.398
H -5.615 -0.613 0.724
H -8.017 -0.443 0.204
C 0.560 1.403 3.461
C 1.300 1.374 4.637
C 1.910 0.198 5.045
C 1.772 -0.937 4.264
C 1.032 -0.924 3.095
C 0.423 0.254 2.693
N 2.437 -2.180 4.680
O 3.065 -2.165 5.720
O 2.325 -3.150 3.957
H 0.090 2.324 3.141
H 1.405 2.271 5.234
H 2.485 0.179 5.959
H 0.926 -1.815 2.493
H -0.154 0.270 1.777

## Properties
SMILES = CC[C@@H](Br)c1cccc2c1C(=O)c1ccccc1C2=O.O=[N+]([O-])c1ccccc1.O=[N+]([O-])c1ccccc1

***

Computed, not measured: a molecular structure, C5H6OS2 in a non-equilibrium geometry, with wB97M-V/def2-TZVPD.

Element x y z (Å)
C 2.552 -0.346 0.095
C 0.129 -0.385 0.185
C -1.198 -1.171 -0.164
C -1.739 1.225 -0.279
C -0.326 1.071 0.072
H 2.489 -0.089 1.135
H 0.154 -0.752 1.314
H -1.768 -1.393 0.849
H -1.126 -2.248 -0.713
H -2.279 2.317 0.104
H 0.499 2.155 -0.157
O 1.357 -0.426 -0.668
S 3.873 0.173 -0.820
S -2.619 -0.129 -0.952

## Properties
ΔE to the lowest compared entry with this formula, charge and spin = 126.95 kcal per mole

***

Computed, not measured: 15 unconnected molecules or ions with the total composition C30H90O15 in a non-equilibrium geometry, with wB97M-V/def2-TZVPD.

Element x y z (Å)
C 4.003 4.026 -0.565
C 2.716 3.245 -0.562
O 1.603 4.008 -0.104
H 4.182 4.409 0.444
H 3.913 4.947 -1.134
H 4.853 3.396 -0.854
H 2.814 2.413 0.132
H 2.486 2.857 -1.579
H 1.305 3.685 0.753
C 1.869 -3.408 -2.187
C 0.793 -2.982 -3.183
O -0.468 -2.655 -2.502
H 1.573 -4.293 -1.610
H 2.112 -2.613 -1.484
H 2.727 -3.714 -2.774
H 0.634 -3.725 -3.962
H 1.050 -2.067 -3.693
H -0.795 -3.479 -2.108
C 5.458 0.335 1.268
C 4.491 -0.233 0.228
O 4.914 0.264 -1.048
H 5.518 1.394 1.073
H 6.482 -0.072 1.170
H 5.144 0.125 2.305
H 3.478 0.069 0.506
H 4.584 -1.317 0.255
H 4.261 0.042 -1.731
C -0.430 4.959 2.755
C -0.798 3.527 2.419
O 0.438 2.838 2.278
H -1.292 5.616 2.883
H 0.150 5.346 1.916
H 0.188 5.032 3.662
H -1.325 3.481 1.453
H -1.411 3.049 3.204
H 0.239 1.974 1.891
C -4.616 -1.865 2.878
C -3.766 -2.554 1.816
O -4.406 -2.702 0.545
H -4.905 -0.866 2.573
H -4.025 -1.768 3.811
H -5.522 -2.439 3.048
H -3.554 -3.564 2.172
H -2.754 -2.090 1.734
H -4.255 -1.889 -0.002
C 3.100 1.693 4.145
C 3.769 2.936 3.597
O 4.552 3.672 4.551
H 2.386 1.980 4.920
H 3.804 0.931 4.495
H 2.447 1.280 3.369
H 3.062 3.651 3.157
H 4.469 2.608 2.811
H 3.972 3.832 5.315
C -2.651 1.206 -4.620
C -1.640 0.151 -4.298
O -2.182 -0.692 -3.311
H -2.895 1.816 -3.744
H -3.602 0.742 -4.890
H -2.273 1.887 -5.384
H -0.745 0.690 -3.954
H -1.354 -0.464 -5.141
H -1.593 -1.428 -3.093
C -1.462 4.440 -2.135
C -0.139 4.368 -2.875
O 0.752 5.437 -2.529
H -1.950 5.398 -2.234
H -1.272 4.234 -1.069
H -2.118 3.626 -2.490
H -0.323 4.331 -3.955
H 0.340 3.422 -2.588
H 1.228 5.169 -1.722
C -3.766 -3.714 -2.761
C -5.264 -3.571 -2.527
O -6.020 -4.131 -3.609
H -3.438 -4.753 -2.962
H -3.214 -3.337 -1.889
H -3.475 -3.175 -3.666
H -5.585 -2.536 -2.531
H -5.559 -4.086 -1.603
H -5.862 -5.087 -3.569
C -4.982 1.262 0.239
C -4.252 1.154 -1.106
O -3.972 -0.228 -1.308
H -5.929 0.733 0.207
H -5.197 2.329 0.459
H -4.440 0.829 1.075
H -3.317 1.682 -1.007
H -4.883 1.579 -1.881
H -3.344 -0.435 -2.010
C -0.321 0.390 5.265
C -1.130 -0.679 4.548
O -0.442 -1.508 3.599
H 0.305 0.943 4.559
H 0.311 0.012 6.058
H -0.976 1.144 5.712
H -1.956 -0.227 3.985
H -1.640 -1.271 5.312
H 0.275 -1.910 4.104
C 0.208 0.551 -0.834
C -0.353 -0.219 0.320
O 0.433 0.056 1.495
H 0.179 1.643 -0.693
H -0.420 0.272 -1.670
H 1.261 0.327 -1.028
H -0.363 -1.283 0.122
H -1.370 0.097 0.511
H 0.117 -0.466 2.263
C -0.779 -4.453 0.839
C -1.752 -5.227 -0.015
O -1.285 -5.227 -1.385
H -1.133 -4.516 1.865
H -0.643 -3.403 0.548
H 0.170 -4.970 0.864
H -2.759 -4.766 0.070
H -1.896 -6.262 0.314
H -1.874 -5.811 -1.878
C 3.876 1.738 -4.130
C 2.749 0.732 -3.908
O 3.187 -0.433 -3.210
H 4.374 1.934 -3.178
H 3.398 2.672 -4.466
H 4.621 1.487 -4.884
H 2.232 0.491 -4.847
H 1.988 1.165 -3.234
H 3.956 -0.840 -3.613
C 2.446 -3.016 2.090
C 2.763 -2.220 3.324
O 1.887 -2.495 4.450
H 2.464 -4.103 2.253
H 3.154 -2.804 1.289
H 1.441 -2.775 1.774
H 2.690 -1.146 3.137
H 3.805 -2.366 3.616
H 1.965 -3.427 4.722

## Properties
ΔE to the lowest compared entry with this formula, charge and spin = 67.36 kcal per mole

***

Computed, not measured: 2 unconnected molecules or ions with the total composition C26H36B2Br2ClN3O7P in a non-equilibrium geometry, with wB97M-V/def2-TZVPD.

Element x y z (Å)
C -3.754 -3.411 1.189
C -3.636 -2.427 0.470
C -3.464 -1.131 -0.429
C -2.074 -0.349 -0.146
C -1.052 -1.549 -0.118
O 0.334 -1.240 -0.360
C 1.013 -2.515 -0.560
C 2.397 -2.572 0.237
O 3.306 -1.549 -0.196
C 4.249 -1.361 0.904
C 5.318 -0.249 0.443
C -2.025 0.747 -1.339
C -0.774 0.685 -2.322
C 0.343 1.692 -2.323
C 1.545 1.581 -3.234
C 1.708 0.434 -4.172
C 0.609 -0.597 -4.193
C -0.562 -0.471 -3.291
C -3.399 1.023 -2.133
C -3.689 0.604 -3.533
C -5.001 0.918 -4.138
N -6.090 1.610 -3.636
C -5.782 1.972 -2.332
C -4.578 1.735 -1.525
N -1.955 2.071 -0.598
N -1.961 3.362 -1.111
C -1.951 2.042 0.717
B -1.945 3.401 1.654
C -0.745 4.501 1.585
O -3.012 3.574 2.576
C -2.005 0.503 1.235
O -3.297 0.503 1.867
B -3.353 -0.190 3.112
O -4.030 0.469 4.197
O -2.772 -1.454 3.400
P -0.400 0.397 2.245
O -0.503 1.284 3.675
Cl 1.034 1.469 1.082
H -3.972 -4.011 2.114
H -4.374 -0.521 -0.171
H -3.492 -1.554 -1.488
H -1.058 -2.004 0.933
H -1.341 -2.324 -0.909
H 0.406 -3.393 -0.167
H 1.149 -2.690 -1.672
H 2.218 -2.567 1.363
H 2.860 -3.579 -0.045
H 4.794 -2.353 1.041
H 3.712 -1.034 1.858
H 5.197 0.689 1.071
H 6.349 -0.691 0.545
H 5.080 0.066 -0.624
H 0.341 2.581 -1.631
H 2.349 2.373 -3.157
H 2.640 0.399 -4.796
H 0.747 -1.474 -4.898
H -1.340 -1.287 -3.329
H -2.936 0.027 -4.137
H -5.161 0.535 -5.198
H -6.614 2.550 -1.811
H -4.534 2.086 -0.453
H -2.894 3.792 -1.096
H -1.701 3.375 -2.114
H -0.047 4.122 0.764
H -0.227 4.642 2.574
H -1.226 5.439 1.172
H -3.602 4.254 2.173
H -3.353 1.041 4.623
H -1.994 -1.319 3.977
H 0.395 1.616 3.916
Br 6.713 -3.629 0.805
C 8.229 -3.490 2.028
C 7.850 -2.783 3.305
Br 7.726 -0.857 3.046
H 9.030 -2.994 1.483
H 8.519 -4.521 2.235
H 8.624 -2.916 4.061
H 6.893 -3.110 3.710

## Properties
charge = +1

***

Computed, not measured: 2 unconnected molecules or ions with the total composition ClH4N3 in a non-equilibrium geometry, with wB97M-V/def2-TZVPD.

Element x y z (Å)
N -0.211 -1.076 0.008
N -0.649 1.023 0.172
N -1.100 -0.136 0.150
Cl 2.466 -0.036 0.093
H 1.053 -0.484 -0.221
H -0.606 -2.067 -0.060
H -1.368 1.697 -0.159
H 0.415 1.078 0.016

## Properties
SMILES = [H]/N=N/N.Cl
ΔE to the lowest compared entry with this formula, charge and spin = 10.21 kcal per mole

***

Computed, not measured: 4 unconnected molecules or ions with the total composition C23H60F9N10O5P3S in a non-equilibrium geometry, with wB97M-V/def2-TZVPD.

Element x y z (Å)
O 3.342 -2.068 5.722
C 2.631 -0.940 5.807
O 2.876 -0.060 6.967
N 1.638 -0.657 4.700
C 2.296 0.475 3.886
C 1.730 0.374 2.349
C 2.126 1.701 1.410
F 1.877 2.878 2.325
F 1.139 1.654 0.273
C 3.685 1.540 0.950
F 4.095 0.146 0.604
F 4.522 1.916 2.150
S 4.252 2.638 -0.447
F 3.055 3.830 -0.187
F 3.356 1.808 -1.648
F 5.575 1.543 -0.770
F 5.339 3.444 0.660
F 4.894 3.635 -1.696
H 3.543 0.646 6.647
H 1.447 -1.489 4.100
H 3.450 0.314 3.990
H 2.022 1.464 4.452
H 2.000 -0.644 1.840
H 0.540 0.386 2.436
O 1.909 -4.697 2.150
P 2.346 -5.369 0.826
N 2.916 -3.918 0.198
C 2.319 -2.965 -0.707
C 4.216 -3.450 0.672
N 0.716 -5.766 0.406
C -0.024 -5.423 -0.798
C -0.261 -5.776 1.513
N 2.849 -6.142 -0.697
C 4.019 -6.990 -0.421
C 3.015 -5.581 -2.031
H 2.955 -2.830 -1.589
H 2.191 -1.981 -0.242
H 1.345 -3.259 -1.080
H 5.020 -3.987 0.163
H 4.322 -3.627 1.753
H 4.368 -2.385 0.515
H -0.267 -4.359 -0.851
H -0.986 -5.948 -0.834
H 0.464 -5.748 -1.713
H -0.550 -4.747 1.789
H 0.138 -6.284 2.395
H -1.180 -6.314 1.252
H 4.913 -6.379 -0.250
H 4.224 -7.683 -1.245
H 3.845 -7.601 0.469
H 3.935 -4.995 -2.131
H 2.181 -4.960 -2.358
H 3.061 -6.393 -2.768
O -1.989 6.881 0.807
P -1.337 7.269 2.157
N -1.055 8.845 1.645
C 0.125 9.482 1.111
C -2.190 9.762 1.653
N -0.023 6.169 1.920
C 1.405 6.442 1.922
C -0.244 5.087 0.940
N -0.587 7.716 3.708
C -1.641 7.769 4.733
C 0.388 8.751 4.022
H 0.407 10.340 1.732
H -0.033 9.855 0.093
H 0.997 8.839 1.072
H -2.378 10.126 2.666
H -3.101 9.256 1.300
H -2.044 10.626 1.007
H 1.723 7.014 1.047
H 1.986 5.512 1.895
H 1.754 6.918 2.835
H -0.151 5.468 -0.091
H -1.229 4.629 1.064
H 0.478 4.270 1.052
H -2.271 8.657 4.600
H -1.224 7.788 5.746
H -2.278 6.883 4.670
H -0.055 9.753 4.052
H 1.241 8.779 3.344
H 0.826 8.556 5.010
O -2.697 -2.618 -2.606
P -4.040 -2.950 -3.300
N -3.753 -4.604 -3.218
C -3.239 -5.537 -4.193
C -3.977 -5.257 -1.932
N -3.550 -2.187 -4.773
C -3.493 -2.746 -6.114
C -2.436 -1.222 -4.671
N -5.585 -3.332 -4.098
C -6.677 -3.029 -3.161
C -5.982 -4.495 -4.880
H -3.961 -6.343 -4.363
H -2.302 -6.000 -3.866
H -3.043 -5.098 -5.165
H -5.045 -5.436 -1.779
H -3.618 -4.625 -1.107
H -3.460 -6.210 -1.843
H -2.694 -3.482 -6.226
H -3.285 -1.968 -6.859
H -4.440 -3.158 -6.452
H -1.470 -1.748 -4.585
H -2.559 -0.558 -3.812
H -2.374 -0.565 -5.546
H -6.723 -3.777 -2.360
H -7.650 -2.999 -3.664
H -6.527 -2.047 -2.705
H -6.193 -5.370 -4.256
H -5.258 -4.788 -5.640
H -6.896 -4.265 -5.442

## Properties
SMILES = O=C(O)NCCC(F)(F)C(F)(F)S(F)(F)(F)(F)F.CN(C)P(=O)(N(C)C)N(C)C.CN(C)P(=O)(N(C)C)N(C)C.CN(C)P(=O)(N(C)C)N(C)C
ΔE to the lowest compared entry with this formula, charge and spin = 308.67 kcal per mole

***

For each record above, in turn, the calculated HOMO values are -3.7 -11.8 -9.5 -8.3 -9.7 -11.3 -9.9 -7.6 eV.